ORCA calculation (ωB97M-V/def2-TZVPD) on C22H42Cl3N4O4PmSi as an isolated structure at a distorted geometry.

Results
LUMO (alpha / beta): -0.43 / -0.43 eV
HOMO level (alpha / beta): -3.4 / -3.4 eV
Strongest force on any atom: 2.80 eV/A
Total charge: 0
2S+1: 5
Frontier orbital gap (alpha / beta): 2.92 / 2.92 eV

The geometry in XYZ format:
```
77
Properties=species:S:1:pos:R:3:lowdin_charge:R:1
C -3.4633 -2.3268 -4.4001 -0.02
C -1.9571 -2.1364 -4.1856 -0.43
H -3.6501 -3.0313 -5.2186 0.07
H -4.0320 -1.4412 -4.6166 0.05
H -3.8827 -2.6722 -3.4536 0.07
C -1.0130 -2.6534 -5.1088 -0.21
C -1.2952 -2.7537 -6.5554 -0.22
H 0.0002 -2.8093 -4.8065 0.03
H -1.6988 -1.8580 -7.0525 0.05
H -2.0057 -3.5600 -6.7606 0.04
H -0.3879 -2.9666 -7.1317 0.05
Pm -0.8021 0.5320 1.3945 0.89
Cl -1.5784 -0.2508 3.6275 -0.20
Cl -1.8633 2.8197 0.3547 0.22
C 1.4366 -1.9089 1.3355 -0.27
O 0.9309 -0.8543 0.9107 -0.29
N 2.7359 -2.1663 1.3492 -0.15
C 3.6838 -1.2399 0.7408 -0.01
C 3.3359 -3.3794 1.8952 -0.03
H 0.7795 -2.6652 1.8028 0.16
H 3.2400 -0.2519 0.6800 0.09
H 3.9298 -1.5855 -0.2726 0.09
H 4.5785 -1.2362 1.3728 0.09
H 2.6285 -3.9272 2.5184 0.10
H 4.2089 -3.0997 2.4859 0.09
H 3.6490 -4.0365 1.0736 0.09
H -1.4962 1.6006 -3.3603 0.09
H 1.1123 0.3258 -4.6567 0.10
C -0.5818 2.1956 -3.2356 -0.03
C 1.4664 1.1263 -4.0124 -0.04
N 0.5360 1.3271 -2.9330 -0.16
H -0.7643 2.9722 -2.4822 0.07
C 0.8571 0.9876 -1.6921 -0.26
O 0.2656 1.4330 -0.6563 -0.28
H 2.4296 0.8561 -3.5955 0.09
H 1.7079 0.3292 -1.5799 0.13
H -0.3312 2.6567 -4.1951 0.09
H 1.5144 2.0449 -4.5778 0.09
O -1.6952 -0.8911 -3.3309 -0.10
C -1.4104 -2.1340 -2.7529 -0.36
C 1.1331 -2.0906 -2.7304 -0.06
C -0.0602 -2.7612 -2.4301 -0.17
H 1.0482 -1.1477 -3.2853 0.08
C 2.3860 -2.6170 -2.3853 -0.11
H -2.1469 -2.2864 -1.9803 0.03
C 0.0840 -3.9904 -1.6906 -0.02
H 3.2932 -2.0733 -2.6600 0.09
C 2.5135 -3.8520 -1.7539 -0.14
C 1.3445 -4.4923 -1.3517 -0.12
H -0.8009 -4.5672 -1.3878 0.12
H 3.4826 -4.2523 -1.4837 0.09
H 1.4185 -5.4426 -0.8162 0.10
Si -3.9959 2.0192 -0.5702 0.54
Cl -1.5921 -1.4315 0.0979 0.13
C -3.8972 3.5129 -1.6541 -0.25
C -4.7411 2.0793 1.2078 -0.22
C -5.0160 0.6319 -1.4340 -0.17
H -2.9128 3.5892 -2.1357 0.01
H -4.0719 4.3811 -0.9987 0.04
H -4.6714 3.4014 -2.4235 0.04
H -4.8025 0.4917 -2.5011 0.03
H -6.0260 1.0939 -1.3364 0.04
H -5.0374 -0.3612 -0.9173 0.05
H -4.5892 1.2017 1.8470 0.04
H -5.7953 2.1414 0.9988 0.02
H -4.3273 2.9444 1.7300 0.01
C 0.0651 3.1891 5.4728 -0.05
N 0.8455 3.7732 4.3911 0.02
C 0.8969 3.2856 3.1242 -0.56
N 1.5896 4.0910 2.2682 0.18
O 0.3887 2.1997 2.7565 -0.17
H -0.3598 2.2054 5.2797 0.07
H -0.7529 3.8532 5.7517 0.08
H 0.6956 3.0814 6.3585 0.08
H 1.3305 4.6627 4.5397 0.15
H 1.8194 3.7490 1.3603 0.10
H 2.0737 4.9211 2.5967 0.11
```